The following is a DFT calculation (ωB97M-V/def2-TZVPD) of the ion C5H11N2O with charge +1 at a distorted geometry.

Last column: Löwdin charge in e.
Atoms and positions in Å:
C1 0.0534 0.7388 -1.6803  -0.0206
C2 -0.2407 -0.5275 0.3702  -0.1997
C3 -1.2963 -0.1041 1.3439  0.0304
C4 0.6499 -1.7464 0.4579  0.0161
C5 1.0979 1.5619 0.4884  0.0092
N1 0.2750 0.6390 -0.2989  -0.1079
N2 -0.8083 -0.0659 -2.1672  -0.0504
O1 -1.2164 -0.9899 -1.3873  -0.0334
H1 0.6482 1.4425 -2.2761  0.1705
H2 -2.0814 0.3184 0.8263  0.0872
H3 -0.9019 0.5673 2.0841  0.0952
H4 -1.5739 -0.9973 1.8838  0.1064
H5 1.4849 -1.5486 1.2373  0.1441
H6 1.1199 -1.9589 -0.5421  0.1152
H7 0.0505 -2.6331 0.7235  0.1056
H8 1.9931 1.1503 0.8994  0.0821
H9 1.4161 2.4099 -0.1744  0.1248
H10 0.4175 1.6966 1.3842  0.1046
H11 -1.0875 0.0470 -3.1728  0.2205

Summary:
SMILES string: CC(C)=[N+](C)/C=[NH+]\[O-]
Total charge: +1
Orbital gap, eV: 8.51
Relative energy (zero: lowest compared OMol25 entry of this formula, charge and spin), kcal per mole: 113.3
Calculated total energy, eV: -10380.69347

The following is a DFT calculation (ωB97M-V/def2-TZVPD) of the ion C5H11N2O with charge +1 at a distorted geometry.

Last column: Löwdin charge in e.
Atoms and positions in Å:
C1 -0.3258 0.5572 -0.7266  -0.2295
C2 0.0318 0.9161 -2.1269  0.1305
C3 -0.6665 -0.4446 1.3358  -0.0400
C4 0.0852 0.9327 1.6034  -0.0502
C5 0.1700 -1.8405 -0.6341  -0.1493
N1 -0.4952 -0.6750 -0.1560  -0.0649
N2 -0.2378 1.6068 0.3439  0.1149
O1 1.5216 -1.7134 -0.1110  0.0118
H1 0.0496 1.9940 -2.2901  0.0490
H2 -0.1068 0.1627 -2.9205  0.0680
H3 -0.3272 -1.3602 1.7030  0.1129
H4 -1.6127 -0.1944 1.7446  0.1069
H5 -0.4549 1.4057 2.5347  0.1851
H6 1.1016 0.7071 1.6056  0.1125
H7 -0.0280 -1.8538 -1.6359  0.1085
H8 -0.2540 -2.6578 -0.2010  0.1101
H9 0.3924 2.4214 0.1767  0.2142
H10 -1.1114 2.0032 0.3392  0.1456
H11 2.2681 -1.9672 -0.5847  0.0640

Summary:
SMILES string: C=C1[NH2+]CCN1CO
Total charge: +1
Orbital gap, eV: 9.20
Relative energy (zero: lowest compared OMol25 entry of this formula, charge and spin), kcal per mole: 97.7
Calculated total energy, eV: -10381.36744

The following is a DFT calculation (ωB97M-V/def2-TZVPD) of the ion C5H11N2O with charge +1 at a distorted geometry.

Last column: Löwdin charge in e.
Atoms and positions in Å:
C1 0.0636 -2.1873 -0.8677  -0.1840
C2 1.6168 -0.3114 -0.4354  -0.2098
C3 0.7787 0.8581 -0.0134  -0.1671
C4 0.9017 -1.2488 -1.3254  -0.0780
C5 -1.5061 0.9529 1.0231  -0.1581
N1 -1.8191 2.2172 0.8074  0.1724
N2 -0.3347 0.4313 0.8136  0.0611
O1 -0.2334 -2.4509 0.4539  -0.0616
H1 -0.2172 -2.9324 -1.5791  0.1139
H2 2.6114 -0.0345 -0.7688  0.1300
H3 1.9834 -0.8123 0.4405  0.1194
H4 1.4073 1.6016 0.3948  0.1085
H5 0.2698 1.3134 -1.0319  0.1906
H6 1.1689 -1.0094 -2.3212  0.1099
H7 -2.2469 0.2243 1.3205  0.1657
H8 -2.7026 2.6541 1.0167  0.1262
H9 -0.9763 2.9475 0.7632  0.2028
H10 -0.2108 -3.4907 0.6388  0.2023
H11 -0.4629 -0.6437 0.9273  0.1557

Summary:
SMILES string: N/C=[NH+]\CC/C=C\O
Total charge: +1
Orbital gap, eV: 9.64
Relative energy (zero: lowest compared OMol25 entry of this formula, charge and spin), kcal per mole: 54.6
Calculated total energy, eV: -10383.23875

The following is a DFT calculation (ωB97M-V/def2-TZVPD) of the ion C5H11N2O3S with charge +1 at a distorted geometry.

Last column: Löwdin charge in e.
Atoms and positions in Å:
C1 0.9566 -0.6553 -0.2936  -0.2193
C2 0.0888 1.5792 -1.1825  -0.0125
C3 0.0556 1.6068 0.2544  -0.1330
C4 -0.1429 0.2960 -0.3740  -0.3529
C5 -2.0502 -0.4397 1.6356  -0.0710
N1 2.1886 -0.0841 -0.2789  0.0394
N2 0.7201 -1.9476 -0.1356  0.2669
O1 -1.8506 -1.6445 -0.7012  -0.3067
O2 -2.6857 0.6555 -0.7068  -0.2219
O3 3.3971 -0.7689 -0.2699  0.0441
S1 -1.8680 -0.3025 -0.1108  0.7122
H1 -0.8235 1.8926 -1.6662  0.1288
H2 1.0378 1.6617 -1.5971  0.1075
H3 0.9733 1.9407 0.7728  0.1388
H4 -0.8726 2.0783 0.7095  0.1580
H5 -1.2824 0.1988 1.9110  0.0367
H6 -3.0956 -0.1100 1.6931  0.1005
H7 -1.9634 -1.4676 1.9785  0.0965
H8 2.2778 0.7967 0.1215  0.1199
H9 -0.3603 -2.1018 -0.3469  0.1200
H10 1.3970 -2.5840 -0.3081  0.0938
H11 3.9023 -0.6002 -1.1049  0.1543

Summary:
SMILES string: CS(=O)(=O)C1(C(=[NH2+])NO)CC1
Total charge: +1
Orbital gap, eV: 11.49
Calculated total energy, eV: -25311.01019

The following is a DFT calculation (ωB97M-V/def2-TZVPD) of a cluster of 2 separate species, C5H11N2S in total at a distorted geometry.

Last column: Löwdin charge in e.
Atoms and positions in Å:
C1 2.0823 -0.0178 0.6352  -0.0609
C2 1.5769 1.2546 0.8237  -0.0560
C3 -0.0891 -0.1833 0.5018  -0.5643
C4 1.1783 -2.2832 0.2340  0.0181
C5 -2.7598 0.5093 0.4853  -0.3655
N1 0.1921 1.1054 0.7930  0.0554
N2 1.0500 -0.8937 0.5359  -0.1249
S1 -1.7081 -0.9042 0.3481  0.9968
H1 3.1795 -0.2526 0.6163  0.1654
H2 1.8534 2.4049 0.7178  0.1887
H3 0.6147 0.7941 -1.3806  0.0610
H4 1.1397 0.6034 -1.8599  0.1121
H5 1.4236 -2.3650 -0.7620  0.0927
H6 0.2943 -2.8278 0.7170  0.1335
H7 1.9072 -2.6631 0.8418  0.0775
H8 -2.7762 1.1145 -0.3698  0.0410
H9 -2.5085 1.0100 1.3370  0.0126
H10 -3.7835 0.1979 0.5175  0.0601
H11 -0.4073 1.9048 0.7088  0.1567

Summary:
Total charge: +1
Orbital gap, eV: 10.10
Relative energy (zero: lowest compared OMol25 entry of this formula, charge and spin), kcal per mole: 52.6
Calculated total energy, eV: -19170.60590

The following is a DFT calculation (ωB97M-V/def2-TZVPD) of the molecule C5H11N3 at a distorted geometry.

Last column: Löwdin charge in e.
Atoms and positions in Å:
C1 -0.0431 0.5458 0.7918  -0.2585
C2 -0.8902 1.4443 -0.2094  -0.0545
C3 -0.0367 0.3585 -0.7147  -0.3131
C4 1.9433 -0.7196 -1.8792  -0.1200
C5 1.2073 0.5639 -1.5641  -0.2369
N1 -0.6656 -0.3740 1.6834  -0.0248
N2 -1.9234 -0.4422 1.8405  -0.0850
N3 -2.2015 -1.2375 2.8715  -0.0288
H1 0.7315 0.9185 1.4135  0.1142
H2 -1.9660 1.4112 -0.1239  0.0899
H3 -0.3919 2.3414 -0.4590  0.0815
H4 -0.5857 -0.6110 -0.9445  0.1538
H5 1.3625 -1.6379 -1.9572  0.0619
H6 2.7097 -0.9384 -1.0160  0.1073
H7 2.6373 -0.7700 -2.7207  0.0586
H8 0.9301 1.2109 -2.3824  0.0988
H9 1.8451 1.2494 -0.8840  0.1364
H10 -1.4181 -1.7735 3.2165  0.0762
H11 -3.2445 -1.5397 3.0378  0.1431

Summary:
SMILES string: CC[C@@H]1C[C@H]1/N=N/N
Orbital gap, eV: 9.88
Relative energy (zero: lowest compared OMol25 entry of this formula, charge and spin), kcal per mole: 85.2
Calculated total energy, eV: -9830.21320

The following is a DFT calculation (ωB97M-V/def2-TZVPD) of the molecule C5H11N3 at a distorted geometry.

Last column: Löwdin charge in e.
Atoms and positions in Å:
C1 0.0438 0.3950 -0.6264  -0.2311
C2 -1.4178 0.6689 -0.9174  -0.2120
C3 -1.2070 2.0416 -0.3503  -0.0400
N1 0.6731 -1.1966 -0.0847  -0.2956
C4 0.2607 0.8358 0.6872  -0.0944
N2 -0.1231 -2.3812 -0.1518  0.0030
N3 2.0316 -1.4463 -0.3692  -0.0162
C5 0.6417 1.0594 1.9157  0.0400
H1 0.7619 0.6764 -1.3907  0.1417
H2 -0.5598 -2.5620 0.7520  0.0616
H3 -0.8679 -2.2401 -0.8300  0.0550
H4 2.0997 -2.1264 -1.1273  0.0570
H5 2.4786 -1.8759 0.4409  0.0622
H6 -2.1091 0.0505 -0.3414  0.1129
H7 -1.6621 0.6087 -1.9782  0.1046
H8 -0.8570 2.8301 -1.0053  0.0624
H9 -1.8031 2.3556 0.4968  0.0614
H10 1.1007 0.2723 2.5055  0.0619
H11 0.5151 2.0342 2.3746  0.0655

Summary:
Orbital gap, eV: 8.23
Relative energy (zero: lowest compared OMol25 entry of this formula, charge and spin), kcal per mole: 177.7
Calculated total energy, eV: -9826.20109

The following is a DFT calculation (ωB97M-V/def2-TZVPD) of the molecule C5H11N3 at a distorted geometry.

Last column: Löwdin charge in e.
Atoms and positions in Å:
C1 -2.4978 -0.2208 0.7778  -0.1454
C2 -2.1160 0.2532 -0.5209  -0.3794
C3 -0.0199 -0.4485 -0.6094  -0.2042
C4 2.0975 0.6329 0.2144  -0.1514
C5 1.7816 1.9194 0.0263  0.0079
H1 -1.8186 0.2878 1.5670  0.1063
H2 -2.3027 -1.2924 1.0381  0.0864
H3 -3.4859 0.0535 1.1678  0.0723
H4 -2.7064 1.1061 -0.8366  0.1050
H5 -2.4495 -0.5986 -1.2215  0.1273
H6 -0.2595 -1.3858 -1.0849  0.1300
H7 2.8070 -1.6100 0.5575  0.0809
H8 2.0037 -2.2656 -0.8677  0.1196
H9 3.0492 0.2356 0.4898  0.0826
H10 2.6479 2.7070 0.1344  0.0899
H11 0.8146 2.2819 -0.0928  0.0040
N1 -0.7480 0.5465 -0.6832  0.0341
N2 1.2807 -0.4918 -0.1016  -0.1816
N3 1.9220 -1.7104 0.0457  0.0156

Summary:
SMILES string: C=CN(N)/C=N/CC
Orbital gap, eV: 8.53
Relative energy (zero: lowest compared OMol25 entry of this formula, charge and spin), kcal per mole: 89.1
Calculated total energy, eV: -9830.04067